{
  "formula": "C8H16O",
  "method": "wB97M-V/def2-TZVPD",
  "smiles": "CCC(C)=O.C/C=C\\C",
  "gap_ev": 10.185,
  "de_lowest_ev": 1.3178,
  "elements": ["C", "C", "C", "C", "O", "H", "H", "H", "H", "H", "H", "H", "H", "C", "C", "C", "C", "H", "H", "H", "H", "H", "H", "H", "H"],
  "xyz": [[-0.88001, 2.42868, -0.33824], [-1.09009, 1.22384, 0.56360], [-1.61513, -0.16753, -0.02392], [-1.74175, -0.18614, -1.52959], [-2.38479, -0.79986, 0.67366], [-0.49097, 2.17145, -1.32082], [-1.81683, 2.96664, -0.48316], [-0.15736, 3.11194, 0.10670], [-1.80730, 1.45957, 1.35240], [-0.17714, 0.98633, 1.11296], [-0.74760, -0.07979, -1.95980], [-2.17276, -1.13440, -1.84497], [-2.36853, 0.62873, -1.88600], [2.34078, 0.23716, 0.89358], [1.68440, -0.38084, -0.29393], [0.91004, -1.48278, -0.30494], [0.65921, -2.40968, 0.84540], [3.41221, 0.03188, 0.87998], [1.88652, -0.10475, 1.82215], [2.21456, 1.31989, 0.86214], [1.91038, 0.10385, -1.23610], [0.74753, -1.94960, -1.27057], [-0.39113, -2.70490, 0.83416], [0.84725, -1.93588, 1.80476], [1.22849, -3.33382, 0.74056]],
  "forces_ev_per_angstrom": [[-0.02, -0.16, -0.25], [0.40, -1.57, 0.69], [-2.83, 3.51, 0.11], [1.00, -1.15, -0.11], [1.33, -0.68, -0.14], [0.05, -0.09, -0.07], [0.03, 0.04, -0.08], [-0.09, 0.07, 0.09], [-0.08, -0.06, -0.11], [0.10, 0.08, -0.08], [-0.09, 0.09, -0.31], [-0.02, -0.01, -0.06], [-0.05, 0.13, 0.29], [-0.48, 0.28, 0.06], [-0.54, -0.83, -0.05], [1.96, -0.15, -0.10], [-0.73, 0.32, -0.04], [0.00, -0.05, 0.14], [0.27, -0.09, 0.08], [0.11, 0.12, 0.03], [-0.06, -0.05, -0.18], [-0.56, 0.34, -0.18], [-0.07, -0.04, 0.12], [0.14, -0.15, 0.10], [0.21, 0.10, 0.06]],
  "mulliken_charge": [-1.337, -0.145, 0.961, -1.446, -0.601, 0.324, 0.344, 0.386, 0.474, -0.063, 0.330, 0.369, 0.378, -1.293, -0.011, -0.290, -1.147, 0.350, 0.334, 0.312, 0.411, 0.443, 0.298, 0.272, 0.347]
}


{
  "formula": "C8H16O10V",
  "method": "wB97M-V/def2-TZVPD",
  "total_charge": -3,
  "gap_ev": 3.249,
  "de_lowest_ev": 0.0000,
  "elements": ["O", "V", "O", "C", "O", "O", "O", "C", "O", "O", "O", "C", "C", "C", "O", "H", "H", "H", "H", "H", "H", "H", "H", "C", "C", "C", "O", "H", "H", "H", "H", "H", "H", "H", "H"],
  "xyz": [[-3.07864, 0.55224, -1.76184], [-1.49714, 0.50272, -1.69966], [-1.20036, 1.03907, -0.23135], [0.19966, -1.59950, -2.41626], [0.71528, -0.43062, -2.30279], [-0.94115, -1.76013, -1.79473], [0.31883, -2.18448, -3.55178], [-0.72401, 2.03505, -3.89425], [-1.25290, 0.86853, -3.95928], [-0.84098, 2.65128, -2.76759], [0.41976, 2.20925, -4.49820], [4.04054, 2.11174, -0.47480], [2.66948, 1.46463, -0.32697], [1.93952, 1.89286, 0.93818], [1.90124, 1.76801, -1.46720], [3.93473, 3.17663, -0.70972], [4.67413, 1.63803, -1.22422], [4.56719, 2.14610, 0.49068], [2.86898, 0.38235, -0.29812], [2.57766, 1.52035, 1.75161], [1.08117, 1.22022, 0.97852], [1.70570, 2.95128, 0.85884], [1.65457, 0.85142, -1.74416], [-3.34515, -2.80591, 2.39415], [-1.87290, -2.44084, 2.37021], [-1.61959, -0.94341, 2.46463], [-1.21117, -3.09393, 3.45234], [-3.71168, -2.76915, 3.42200], [-3.56544, -3.74534, 1.88286], [-3.93304, -2.11914, 1.78072], [-1.48998, -2.72294, 1.38326], [-2.00129, -0.49071, 3.39144], [-2.12449, -0.39628, 1.66772], [-0.57932, -0.61317, 2.49535], [-0.27919, -2.86622, 3.40040]],
  "forces_ev_per_angstrom": [[-0.61, -0.61, -0.02], [1.44, 0.24, -2.85], [0.60, -0.04, 0.74], [-2.94, 2.07, -5.66], [1.38, 0.84, 2.16], [-1.15, 0.51, 2.35], [1.60, -1.86, 1.78], [6.53, -2.45, 1.75], [-2.37, -0.87, 0.05], [-2.41, 0.57, 1.68], [-2.15, 1.45, -1.76], [0.31, 0.91, 0.79], [0.30, 0.32, -0.87], [0.59, -1.77, -0.42], [0.99, -0.83, 0.78], [-0.19, -0.07, -0.39], [-0.13, -0.03, -0.08], [0.17, -0.42, 0.01], [-0.27, -0.08, 0.24], [0.03, 0.90, 0.48], [-0.57, 0.72, -0.08], [-0.13, -0.01, 0.51], [-1.05, 0.43, -0.99], [-0.25, 0.26, -0.31], [0.21, 1.16, -0.74], [-0.75, 0.93, 0.57], [0.00, -0.77, 0.21], [-0.16, -0.21, -0.03], [0.30, -0.39, 0.56], [0.25, 0.41, 0.20], [0.28, -0.35, 0.17], [-0.36, -0.45, 0.19], [0.35, -0.07, -0.32], [0.20, -0.52, -0.57], [-0.01, 0.08, -0.12]],
  "mulliken_charge": [-0.704, 1.307, -0.790, 0.772, -0.762, -0.748, -0.811, 0.846, -0.675, -0.708, -0.817, -1.569, 0.544, -0.987, -0.371, 0.313, 0.330, 0.408, 0.352, 0.406, -0.022, 0.329, 0.387, -1.322, 0.823, -1.216, -0.601, 0.351, 0.306, 0.342, 0.128, 0.353, 0.251, 0.223, 0.332]
}


{
  "formula": "C8H16O16S4",
  "method": "wB97M-V/def2-TZVPD",
  "gap_ev": 11.163,
  "de_lowest_ev": 3.4631,
  "elements": ["C", "C", "O", "S", "O", "O", "O", "H", "H", "H", "H", "C", "C", "O", "S", "O", "O", "O", "H", "H", "H", "H", "C", "C", "O", "S", "O", "O", "O", "H", "H", "H", "H", "C", "C", "O", "S", "O", "O", "O", "H", "H", "H", "H"],
  "xyz": [[-0.29525, -2.29241, 0.69734], [0.78972, -1.30972, 0.07713], [1.41923, -0.73848, 1.15168], [0.64565, -1.09793, 2.55485], [-0.48506, -0.26375, 2.65576], [1.62347, -1.28414, 3.67162], [0.18155, -2.50092, 1.98157], [-0.40424, -3.12412, 0.00129], [-1.30244, -1.87644, 0.67222], [0.39658, -0.59741, -0.64823], [1.56139, -1.90228, -0.41428], [-4.23893, -4.80041, -9.76417], [-5.29652, -3.70420, -9.91924], [-5.09819, -2.83830, -8.79429], [-3.73504, -3.26769, -7.77203], [-4.21058, -3.34435, -6.37294], [-2.43393, -2.65601, -7.98849], [-3.75442, -4.77394, -8.45041], [-3.40836, -4.54620, -10.42268], [-4.69458, -5.73829, -10.08178], [-6.29792, -4.13354, -9.95003], [-5.25728, -3.28419, -10.92430], [2.29120, -0.15818, 12.16911], [3.40931, 0.42937, 13.12301], [2.82063, 1.50707, 13.85553], [1.79249, 2.26304, 12.94317], [2.50688, 3.17541, 12.01204], [0.70371, 2.80313, 13.77832], [1.40396, 0.89585, 12.13647], [1.66020, -0.98589, 12.49291], [2.74007, -0.41613, 11.20991], [4.39197, 0.78797, 12.81660], [3.63549, -0.37010, 13.82854], [1.66310, 3.73017, -5.49823], [2.70659, 4.56209, -4.82325], [1.96491, 5.12936, -3.74169], [0.37402, 5.30063, -4.04380], [-0.00650, 6.64887, -4.54823], [-0.21786, 4.65982, -2.83091], [0.36692, 4.27827, -5.31778], [1.68973, 2.72684, -5.07312], [1.80689, 3.63085, -6.57413], [2.99976, 5.36005, -5.50547], [3.59173, 4.11624, -4.36957]],
  "forces_ev_per_angstrom": [[-0.30, 1.54, -2.85], [-0.97, -1.81, -1.08], [0.76, 1.51, 2.80], [3.74, -0.67, 1.48], [-0.47, 0.60, 0.51], [-3.12, 0.53, -3.75], [-0.05, -1.43, 1.33], [0.64, -0.80, 0.93], [0.08, 0.48, 0.52], [-0.20, 0.17, 0.34], [-0.11, -0.12, -0.24], [0.15, 0.91, -1.47], [0.09, -0.72, 0.37], [1.60, 0.77, 0.88], [-1.55, -1.55, 0.94], [0.83, 0.27, -3.81], [-2.47, -0.51, -0.51], [0.28, 0.38, 1.68], [0.12, -0.30, -0.14], [0.46, -0.28, 0.69], [-0.20, 0.11, 1.06], [0.71, 0.92, 0.32], [1.71, 0.73, 0.53], [0.27, -1.81, 1.25], [-0.06, -0.16, 0.54], [-0.29, 2.56, -1.14], [-1.87, -2.35, 2.25], [2.49, -1.83, -2.26], [-2.40, 2.74, -0.74], [0.80, -0.34, 0.60], [-0.24, 0.34, -0.24], [-0.40, -0.13, -1.19], [-0.02, 0.24, 0.40], [0.38, -2.41, -0.86], [-0.57, 1.80, -0.17], [-0.69, 0.95, 0.30], [-0.85, 0.26, 1.83], [1.05, -3.81, 1.60], [0.88, 2.19, -3.65], [0.01, 1.30, 1.04], [-0.28, -0.13, 0.04], [0.10, 0.12, 0.07], [0.31, 0.18, 0.12], [-0.33, -0.46, -0.33]],
  "mulliken_charge": [-0.371, -0.276, -0.305, 1.106, -0.510, -0.536, -0.295, 0.344, 0.295, 0.283, 0.263, -0.348, -0.207, -0.370, 1.074, -0.497, -0.494, -0.320, 0.286, 0.315, 0.269, 0.291, -0.164, -0.347, -0.306, 1.137, -0.542, -0.524, -0.334, 0.271, 0.242, 0.308, 0.259, -0.294, -0.220, -0.318, 1.077, -0.515, -0.520, -0.289, 0.265, 0.294, 0.250, 0.271]
}


{
  "formula": "C8H16O2",
  "method": "wB97M-V/def2-TZVPD",
  "gap_ev": 9.737,
  "de_lowest_ev": 2.8615,
  "elements": ["C", "C", "C", "O", "H", "H", "H", "H", "H", "H", "C", "C", "C", "C", "C", "O", "H", "H", "H", "H", "H", "H", "H", "H", "H", "H"],
  "xyz": [[-0.46526, -1.48635, 0.80687], [-0.98100, -2.33973, -0.33899], [-1.38826, 0.54140, 0.39141], [-2.44235, 0.37861, -0.21036], [-1.34848, 0.86136, 1.44977], [-1.21325, -1.39000, 1.59365], [0.30604, -2.04455, 1.34460], [-0.20207, -2.55286, -1.07452], [-1.81424, -1.85706, -0.84850], [-1.32830, -3.30530, 0.03433], [1.50337, 0.20550, 1.59494], [-0.23485, 0.70637, -1.85352], [0.34128, 2.33742, -0.04987], [0.84519, -0.15439, 0.28937], [-0.05810, 0.88789, -0.34521], [1.73669, -0.78197, -0.52176], [1.31633, -1.01873, -1.35933], [0.76984, 0.56960, 2.31098], [2.01140, -0.66694, 2.00018], [2.24406, 0.98801, 1.42669], [-0.51875, -0.31076, -2.11971], [0.67952, 0.97693, -2.38381], [-1.05120, 1.34551, -2.18344], [0.36558, 2.54852, 1.01762], [-0.39542, 3.00357, -0.49857], [1.32223, 2.55795, -0.47283]],
  "forces_ev_per_angstrom": [[2.90, -0.49, -0.18], [-0.02, 0.24, 0.00], [-0.79, 2.81, -1.87], [1.12, -0.37, 1.03], [-0.19, -0.61, 0.14], [-0.14, 0.79, -0.19], [0.07, -0.31, -0.11], [0.04, -0.02, 0.01], [-0.05, -0.03, -0.04], [0.00, 0.01, -0.01], [0.07, 0.07, -0.28], [-0.01, -0.04, 0.28], [-0.21, -0.17, -0.09], [-2.82, -1.72, 1.31], [-0.63, -0.04, 0.18], [0.47, -0.39, -0.34], [0.05, 0.13, 0.10], [0.00, -0.03, 0.05], [-0.02, -0.02, 0.04], [0.06, 0.04, 0.05], [-0.03, -0.07, 0.00], [-0.02, 0.04, -0.01], [0.04, 0.03, -0.09], [0.05, 0.00, 0.07], [0.05, 0.10, -0.06], [0.00, 0.05, 0.01]],
  "mulliken_charge": [-0.592, -1.150, -0.488, -0.554, 0.399, 0.423, 0.434, 0.214, 0.279, 0.410, -1.744, -2.121, -1.911, 0.507, 2.342, -0.607, 0.408, 0.332, 0.451, 0.420, 0.434, 0.448, 0.416, 0.394, 0.467, 0.387]
}


{
  "formula": "C8H16O2",
  "method": "wB97M-V/def2-TZVPD",
  "smiles": "C=C/C=C/C(=C)CC.O.O",
  "gap_ev": 8.856,
  "de_lowest_ev": 4.8300,
  "elements": ["C", "C", "C", "C", "C", "C", "C", "C", "H", "H", "H", "H", "H", "H", "H", "H", "H", "H", "H", "H", "O", "H", "H", "O", "H", "H"],
  "xyz": [[-3.38509, 1.41377, -0.22894], [-2.61188, 0.35792, -0.35533], [-1.18247, 0.08357, -0.08158], [-0.86991, -0.15137, 1.18991], [0.41831, -0.61645, 1.82101], [0.79081, 0.00107, 2.94506], [1.17266, -1.64454, 1.02882], [2.71978, -1.34174, 1.22898], [-4.40355, 1.74552, -0.31654], [-2.90821, 2.21414, 0.34150], [-2.76277, -0.49167, -1.09285], [-0.55173, -0.07628, -0.93279], [-1.65097, -0.28713, 1.98775], [0.08775, 0.55747, 3.56295], [1.74132, -0.21778, 3.45354], [1.00136, -1.56968, -0.02635], [1.13122, -2.65114, 1.48095], [3.26939, -1.26254, 0.30418], [3.22733, -2.20535, 1.72938], [3.05600, -0.59462, 1.93549], [-1.48227, 2.64937, -2.48527], [-2.21020, 2.63965, -3.12143], [-0.91684, 3.22401, -3.02263], [2.19154, -0.64472, -3.46908], [1.66474, 0.11103, -3.70940], [2.46371, -1.24251, -4.16734]],
  "forces_ev_per_angstrom": [[1.04, 1.60, 2.24], [0.49, -2.28, -3.69], [-1.03, 0.85, 2.08], [0.06, -1.54, 1.96], [-1.02, 0.92, -1.23], [0.32, -1.10, 0.81], [3.32, 1.02, 1.90], [0.90, -2.06, 0.62], [-0.52, -1.15, -1.01], [0.27, 0.01, 0.04], [-1.45, 0.78, 0.83], [0.48, 0.18, -0.21], [0.21, 1.08, -1.14], [0.08, 0.32, -0.56], [-0.45, 0.03, -0.34], [-0.58, -0.41, -0.35], [-0.98, 0.37, -0.68], [-0.03, 0.40, -0.41], [-0.53, 0.10, -0.53], [-0.63, 0.85, -0.34], [0.03, 0.56, -1.16], [-0.52, -0.52, 0.51], [0.57, -0.01, 0.61], [0.53, -0.52, 1.36], [-0.10, -0.07, -0.87], [-0.45, 0.59, -0.46]],
  "mulliken_charge": [-0.681, -0.354, -0.364, -0.174, 0.238, -0.857, -0.114, -1.149, 0.317, 0.224, 0.191, 0.431, 0.322, 0.301, 0.242, 0.278, 0.220, 0.301, 0.297, 0.320, -0.587, 0.309, 0.285, -0.627, 0.317, 0.315]
}


{
  "formula": "C8H16O2S2",
  "method": "wB97M-V/def2-TZVPD",
  "gap_ev": 7.388,
  "de_lowest_ev": 6.0533,
  "elements": ["C", "C", "C", "C", "C", "C", "C", "C", "O", "O", "S", "S", "H", "H", "H", "H", "H", "H", "H", "H", "H", "H", "H", "H", "H", "H", "H", "H"],
  "xyz": [[0.84430, -0.45047, -1.02447], [-0.79149, -2.05269, -1.47395], [0.30488, -2.00625, 0.79707], [1.74127, -2.70893, -1.13837], [-1.47271, 3.10813, 2.39735], [1.07061, 2.26375, -0.27444], [-1.98541, 2.48229, -0.07293], [0.61476, -1.85715, -0.64911], [1.47815, -0.13118, -1.97311], [-0.32071, 0.61598, 1.29783], [-2.85361, 2.63697, 1.30982], [-0.21875, 0.96417, -0.12249], [-0.91410, -3.13453, -1.50233], [-1.50390, -1.33286, -1.00263], [-0.64586, -1.77810, -2.58015], [0.90988, -1.49463, 1.58883], [-0.82151, -1.66818, 0.95503], [0.50859, -3.05520, 1.15908], [1.66634, -3.71386, -0.58181], [2.72631, -2.16701, -0.87667], [1.79644, -3.06941, -2.16270], [-0.67691, 3.59420, 1.86661], [-1.10300, 2.11540, 2.72611], [-1.90280, 3.69790, 3.25789], [1.18623, 2.74385, 0.67281], [0.95745, 2.82771, -1.19466], [2.04173, 1.61386, -0.48055], [-2.63620, 1.95626, -0.91805]],
  "forces_ev_per_angstrom": [[-0.32, 1.03, 0.67], [2.12, 0.69, -1.01], [-1.71, -0.91, 2.99], [1.91, -1.76, 1.42], [-1.30, -0.61, 1.71], [2.27, -3.31, -1.50], [-1.46, -0.54, -2.23], [-1.89, 0.57, -1.47], [0.69, 0.79, -0.84], [-0.03, -0.04, 1.25], [0.76, -0.14, -0.03], [1.03, -0.08, -1.40], [-1.02, 0.12, 0.57], [-0.01, -1.35, -0.48], [-0.09, -0.12, 1.62], [-0.33, 0.36, -1.29], [2.51, -1.07, 0.20], [-0.93, 0.57, -0.79], [0.43, 1.50, -0.43], [-1.33, -1.21, -0.42], [-0.33, 0.84, -0.35], [0.01, 0.48, -0.36], [-0.09, 0.79, 0.14], [0.72, -0.53, -0.87], [-0.31, 0.58, 0.30], [-0.40, 0.47, 0.37], [-1.75, 1.54, 0.62], [0.88, 1.33, 1.59]],
  "mulliken_charge": [-0.134, -1.383, -1.428, -1.538, -0.559, -1.038, -0.379, 1.902, -0.538, -0.571, 0.063, 0.577, 0.395, 0.430, 0.302, 0.295, 0.273, 0.350, 0.366, 0.304, 0.332, 0.157, 0.199, 0.346, 0.410, 0.328, 0.339, 0.200]
}